55
Properties=species:S:1:pos:R:3:forces:R:3 method="wB97M-V/def2-TZVPD" homo_lumo_gap_ev=9.260 relative_energy_ev=0.603 total_charge=0 smiles="Cc1ccc(CS(=O)(=O)CCC(=O)NCCN2CCCC[C@H]2C)cc1" total_energy_ev=-40148.506 e_lumo_ev=0.7
C -4.1173 -4.4436 0.2561 -0.031 0.026 -0.006
C -3.8563 -2.9983 -0.0435 0.014 0.034 0.008
C -4.7445 -2.0220 0.3950 0.040 -0.019 -0.021
C -4.5210 -0.6861 0.1246 0.011 -0.007 -0.077
C -3.4026 -0.2943 -0.6022 -0.135 -0.338 -0.002
C -3.1134 1.1433 -0.8327 0.513 0.306 0.574
S -2.2906 1.7418 0.6953 -0.312 0.679 0.109
O -3.3156 2.0543 1.6576 -0.365 0.193 -0.042
O -1.2839 0.7974 1.1060 0.265 -0.160 -0.232
C -1.4427 3.3208 0.2525 -0.244 -0.785 -0.019
C 0.0472 3.0560 0.1766 -0.048 -0.202 -0.190
C 0.2851 1.9036 -0.7971 0.583 0.323 0.311
O -0.3433 1.8118 -1.8390 -0.252 0.051 -0.362
N 1.2509 1.0511 -0.4437 0.362 -0.196 0.058
C 1.5565 -0.1538 -1.1761 0.195 0.012 -0.196
C 3.0721 -0.3864 -1.1435 -0.343 -0.020 -0.017
N 3.5353 -0.3572 0.2340 -0.060 0.130 0.129
C 3.4299 -1.6407 0.9067 0.007 -0.313 -0.040
C 4.5195 -2.6394 0.4936 -0.016 0.191 0.178
C 5.9016 -2.0257 0.7041 -0.031 -0.061 -0.285
C 5.9867 -0.6753 -0.0043 -0.132 0.009 0.420
C 4.8471 0.2321 0.4817 0.335 0.223 -0.210
C 4.9717 1.6478 -0.0782 -0.028 -0.282 0.168
C -2.5069 -1.2640 -1.0329 -0.094 0.099 -0.027
C -2.7353 -2.6000 -0.7590 -0.033 -0.022 0.011
H -4.2387 -4.5933 1.3279 -0.005 -0.080 0.058
H -3.2995 -5.0689 -0.0930 0.026 -0.084 -0.002
H -5.0358 -4.7706 -0.2308 -0.034 -0.092 -0.008
H -5.6176 -2.3156 0.9601 -0.099 -0.023 0.062
H -5.2088 0.0636 0.4859 -0.081 0.084 0.049
H -2.4057 1.3031 -1.6407 -0.044 0.057 -0.048
H -4.0046 1.7546 -0.9371 -0.056 0.094 -0.018
H -1.7091 4.0425 1.0185 -0.113 -0.047 0.071
H -1.8443 3.6209 -0.7111 -0.040 0.092 -0.068
H 0.5715 3.9425 -0.1905 -0.021 -0.048 0.023
H 0.4285 2.7948 1.1626 0.072 0.071 -0.013
H 1.6727 1.0866 0.4723 -0.101 0.136 -0.016
H 1.0263 -0.9990 -0.7228 -0.006 -0.007 -0.094
H 1.2048 -0.0261 -2.2017 0.013 -0.093 0.097
H 3.2953 -1.3326 -1.6556 0.055 0.068 -0.019
H 3.5506 0.4184 -1.6990 -0.001 -0.037 -0.047
H 2.4408 -2.0574 0.7087 -0.035 -0.012 0.095
H 3.5055 -1.4544 1.9830 -0.063 -0.063 0.012
H 4.3971 -2.9050 -0.5588 -0.013 -0.073 -0.030
H 4.4152 -3.5529 1.0808 -0.044 -0.068 -0.043
H 6.6751 -2.7001 0.3300 0.025 -0.007 0.095
H 6.0730 -1.8799 1.7738 0.056 -0.016 0.057
H 5.9016 -0.8157 -1.0844 0.023 0.053 -0.104
H 6.9484 -0.2019 0.2006 0.052 0.049 -0.072
H 4.9188 0.3032 1.5764 0.043 -0.021 -0.067
H 5.1762 1.6439 -1.1462 0.007 0.040 -0.118
H 5.7957 2.1585 0.4141 0.086 0.065 0.011
H 4.0576 2.2072 0.1039 -0.089 0.116 -0.007
H -1.6293 -0.9626 -1.5852 0.128 0.051 -0.064
H -2.0306 -3.3441 -1.1031 0.058 -0.079 -0.032